Record 1
ORCA calculation (ωB97M-V/def2-TZVPD) on a single C4H10O2 molecule.

```
16
Properties=species:S:1:pos:R:3:forces:R:3
C 2.4220 -0.6374 -0.5324 0.22 -0.12 -0.12
O 1.4164 -0.0519 0.2564 0.00 0.03 0.04
C 0.2548 0.2800 -0.4766 -0.19 0.03 -0.11
C -0.8882 0.3753 0.5272 -0.05 0.26 -0.23
C -2.2352 0.5004 -0.1598 -0.02 0.01 -0.03
O -0.9023 -0.8018 1.3079 0.17 -0.09 0.12
H 2.0360 -1.5141 -1.0738 0.07 0.11 0.08
H 2.8320 0.0735 -1.2641 -0.06 -0.07 0.10
H 3.2187 -0.9564 0.1429 -0.07 0.05 -0.12
H 0.0300 -0.5189 -1.2017 0.02 0.08 0.10
H 0.3952 1.2233 -1.0284 -0.05 -0.13 0.10
H -0.7133 1.2568 1.1676 -0.02 -0.16 -0.05
H -3.0365 0.4977 0.5843 0.12 0.03 -0.09
H -2.3951 -0.3510 -0.8306 0.03 0.12 0.08
H -2.2990 1.4277 -0.7388 0.01 -0.12 0.07
H 0.0304 -0.9848 1.4992 -0.19 -0.05 0.07
```
Positions in Å, forces in eV/Å.

Summary:
ΔE to the lowest compared entry with this formula, charge and spin = 22.6 kcal per mole
HOMO-LUMO gap = 11.118 eV
2S+1 = 1
HOMO level = -10.1 eV
LUMO = 1.00 eV
Total charge = 0

***

Record 2
ORCA calculation (ωB97M-V/def2-TZVPD) on a single C6H5N molecule in a non-equilibrium geometry.

```
12
Properties=species:S:1:pos:R:3:forces:R:3
C -1.1423 -2.0498 -0.3376 0.44 1.11 -1.19
C -0.5984 -1.0634 -0.8119 0.33 -0.10 0.76
C 0.0872 0.1146 -1.2155 0.28 -0.02 -0.01
N -0.4021 1.4254 -0.8002 -0.16 0.22 0.12
C 0.7859 0.8914 -0.1401 0.29 0.21 0.17
C 0.7374 0.4624 1.2414 -0.03 -0.10 0.44
C 0.7011 0.1329 2.3988 0.00 0.13 -0.50
H -1.8703 -2.5172 -0.9354 -1.18 -1.53 0.34
H 0.5422 0.0815 -2.2003 0.00 0.05 0.10
H -1.2086 1.3084 -0.1886 0.10 0.00 -0.08
H 1.7085 1.3829 -0.4335 -0.09 -0.02 0.06
H 0.6595 -0.1691 3.4227 0.01 0.06 -0.20
```
Positions in Å, forces in eV/Å.

Summary:
ΔE to the lowest compared entry with this formula, charge and spin = 104.4 kcal per mole
HOMO-LUMO gap = 10.501 eV
2S+1 = 1
HOMO level = -9.5 eV
LUMO = 0.98 eV
Total charge = 0

***

Record 3
ORCA calculation (ωB97M-V/def2-TZVPD) on C48H68BrIN2O3P3RbSi as an isolated structure in a non-equilibrium geometry.

```
128
Properties=species:S:1:pos:R:3:forces:R:3
Rb -0.9941 1.6678 1.1086 -1.83 0.45 -0.28
C 4.9689 -2.2050 1.4408 -0.15 0.18 0.02
C 3.5158 -1.9613 1.8560 -0.21 0.22 0.00
C 2.8130 -3.3077 2.0002 -0.04 0.17 0.16
P 2.3257 -0.8150 0.8938 1.17 0.09 0.29
C 3.4112 0.6972 0.4832 -0.28 -0.07 -0.01
C 4.1232 1.2161 1.7312 -0.24 -0.12 -0.02
C 4.3570 0.6715 -0.7153 -0.22 0.00 0.10
C 2.1855 -1.7580 -0.6715 0.14 0.16 0.14
C 3.2884 -2.2089 -1.3897 0.15 -0.09 -0.14
C 3.1324 -3.0374 -2.4864 0.25 -0.13 -0.11
C 1.8610 -3.4423 -2.8599 0.01 -0.15 -0.02
C 0.7678 -2.9935 -2.1431 0.04 -0.30 -0.27
C 0.8966 -2.1418 -1.0505 -0.30 0.12 0.12
Si -0.6107 -1.5335 -0.0012 -0.20 -0.45 0.04
C -0.4827 -3.0255 1.2313 0.00 0.26 -0.20
C -0.1616 -4.3109 0.8155 0.10 -0.36 0.01
C -0.2640 -5.3976 1.6616 0.04 -0.13 -0.12
C -0.7164 -5.2094 2.9563 -0.03 -0.14 0.23
C -0.9992 -3.9335 3.4071 -0.02 -0.13 0.20
C -0.8614 -2.8367 2.5602 0.16 0.21 0.04
P -1.0799 -1.0907 3.0440 -0.46 -0.01 1.25
C -2.9559 -1.0195 3.2368 0.18 0.08 -0.12
C -3.3694 0.4266 3.4950 0.08 -0.16 -0.21
C -3.6614 -1.9410 4.2263 0.14 0.00 -0.21
C -0.3426 -0.9638 4.7966 -0.07 0.05 -0.29
C -0.6811 -1.8819 5.9701 -0.12 0.12 -0.12
C 1.1745 -1.0058 4.6025 -0.10 0.18 -0.06
C -2.0366 -2.2939 -1.0662 0.36 0.11 0.25
C -2.6971 -3.4746 -0.7431 -0.13 -0.39 0.07
C -3.6798 -4.0159 -1.5474 -0.17 -0.05 -0.06
C -4.0786 -3.3309 -2.6815 -0.12 -0.10 -0.17
C -3.5060 -2.1064 -2.9744 -0.12 -0.07 -0.15
C -2.4849 -1.5775 -2.1896 -0.04 0.11 -0.10
P -1.7970 0.1128 -2.3960 -0.59 0.28 -1.29
C -3.0454 0.8476 -3.6501 0.20 -0.04 0.21
C -2.9519 2.3705 -3.5942 -0.18 -0.15 0.19
C -3.0295 0.4356 -5.1222 -0.10 -0.21 0.17
C -0.2509 -0.1845 -3.4291 -0.20 0.05 0.29
C -0.3179 -1.2161 -4.5491 0.07 0.00 0.10
C 0.3242 1.1395 -3.9312 -0.09 -0.03 0.12
H 5.5104 -2.6342 2.2888 0.04 -0.04 0.02
H 5.4772 -1.2894 1.1534 0.13 0.04 -0.06
H 5.0326 -2.9198 0.6226 0.01 -0.02 -0.08
H 3.5410 -1.4786 2.8434 -0.06 -0.04 -0.09
H 2.7900 -3.8271 1.0420 -0.03 -0.05 -0.05
H 1.7847 -3.1679 2.3234 -0.03 -0.15 0.08
H 3.3270 -3.9443 2.7237 0.07 -0.05 0.06
H 2.6372 1.4400 0.2595 0.04 -0.13 0.06
H 4.9395 0.5707 2.0487 0.12 -0.08 0.01
H 3.4070 1.3173 2.5418 0.02 0.05 0.16
H 4.5345 2.2054 1.5238 0.07 0.11 0.01
H 5.2366 0.0560 -0.5317 0.06 -0.09 -0.07
H 4.7095 1.6865 -0.9131 0.07 0.09 -0.01
H 3.8539 0.3103 -1.6115 0.08 -0.02 -0.09
H 4.2861 -1.9327 -1.0895 0.06 0.07 -0.01
H 4.0040 -3.3900 -3.0281 -0.01 0.03 -0.01
H 1.7321 -4.1285 -3.6909 -0.04 0.06 -0.03
H -0.2197 -3.3243 -2.4326 -0.12 -0.04 -0.08
H 0.1636 -4.4698 -0.2030 0.04 -0.05 -0.11
H -0.0113 -6.3919 1.3134 0.00 -0.06 -0.04
H -0.8518 -6.0569 3.6170 0.04 -0.04 0.06
H -1.3409 -3.8084 4.4218 -0.01 0.03 0.07
H -3.2822 -1.3003 2.2235 0.04 0.07 0.08
H -2.9304 0.8025 4.4185 0.03 0.13 0.02
H -4.4548 0.5029 3.5769 -0.07 0.05 -0.03
H -3.0497 1.0638 2.6717 -0.20 0.10 0.23
H -3.5152 -1.5955 5.2469 0.01 -0.01 0.12
H -3.3251 -2.9702 4.1367 -0.01 -0.13 0.07
H -4.7342 -1.9210 4.0292 -0.11 0.00 -0.01
H -0.6254 0.0628 5.0767 0.04 -0.09 -0.09
H -0.2128 -2.8565 5.8476 0.01 -0.09 0.02
H -1.7478 -2.0150 6.1072 -0.11 -0.09 0.08
H -0.2775 -1.4417 6.8838 0.04 0.02 0.11
H 1.4840 -2.0142 4.3283 0.07 -0.13 -0.02
H 1.6898 -0.7259 5.5222 0.06 0.01 0.11
H 1.4939 -0.3296 3.8131 0.12 0.04 -0.01
H -2.4215 -4.0073 0.1541 0.00 -0.08 0.02
H -4.1287 -4.9697 -1.2997 -0.07 -0.04 0.07
H -4.8347 -3.7424 -3.3396 -0.07 0.01 0.01
H -3.8799 -1.5735 -3.8321 -0.01 0.10 -0.09
H -4.0185 0.5645 -3.2189 0.17 -0.02 -0.01
H -2.0178 2.7163 -4.0314 0.09 0.11 0.00
H -2.9869 2.7291 -2.5689 0.03 0.11 -0.08
H -3.7748 2.8255 -4.1495 -0.06 0.05 -0.09
H -2.2388 0.9627 -5.6503 0.14 0.02 -0.09
H -3.9767 0.7219 -5.5838 -0.07 0.06 -0.10
H -2.8900 -0.6294 -5.2734 0.02 -0.11 -0.11
H 0.4173 -0.5866 -2.6597 -0.05 0.19 -0.21
H -0.6323 -0.7690 -5.4876 -0.11 0.05 -0.11
H -0.9970 -2.0286 -4.3012 -0.04 -0.13 -0.06
H 0.6721 -1.6444 -4.7009 0.12 -0.08 -0.08
H -0.1474 1.4449 -4.8634 -0.06 0.03 -0.10
H 1.3948 1.0396 -4.1202 0.13 0.04 -0.05
H 0.1564 1.9324 -3.2055 0.08 0.16 0.01
O 1.1997 1.9517 2.7009 0.23 0.05 0.10
H 0.6388 1.1822 2.5429 0.73 -0.40 0.54
H 0.6152 2.5379 3.2247 0.07 0.12 0.18
O 0.5240 1.3055 -0.8444 0.74 0.06 -0.39
H 1.2250 1.1535 -1.4791 0.17 -0.03 -0.11
H 0.4935 2.2698 -0.7151 0.17 0.30 -0.48
O -3.9415 0.4493 -0.0625 -0.33 0.21 0.28
H -3.5557 -0.4032 -0.2928 0.16 -0.08 -0.04
H -3.5922 1.0567 -0.7265 0.12 0.00 0.03
I -1.3183 3.7927 4.0951 0.03 0.11 0.13
Br -4.0368 7.5187 -3.0997 0.22 -0.38 0.24
C -3.0904 6.0589 -2.2046 -0.29 0.47 -0.33
C -3.7464 5.2965 -1.2672 -0.34 0.00 0.21
C -3.0431 4.2759 -0.6325 0.10 0.20 -0.13
C -1.7078 3.9677 -0.9152 0.63 -0.61 0.50
C -1.1134 4.7807 -1.8847 -0.25 0.13 0.08
C -1.7729 5.8251 -2.5240 0.30 0.17 -0.25
H -4.7781 5.5010 -1.0183 -0.14 0.04 -0.01
H -3.5814 3.6972 0.1145 -0.13 0.01 0.10
H -0.0779 4.6115 -2.1695 0.16 0.03 -0.06
H -1.2593 6.4548 -3.2400 -0.03 0.03 -0.11
N 5.8934 4.8158 -2.5463 -0.55 0.02 0.48
C 5.0010 4.8058 -1.8102 1.64 0.01 -1.39
C 3.9254 4.7875 -0.9212 -1.65 0.12 1.55
C 3.8942 5.6101 0.2262 0.15 -0.46 -0.72
C 2.8076 5.5291 1.0676 -0.16 -0.04 0.09
C 1.7713 4.6486 0.7636 0.18 -0.02 -0.20
N 1.7930 3.8716 -0.3195 -0.36 0.09 0.42
C 2.8230 3.9373 -1.1275 0.78 0.30 -0.34
H 4.7209 6.2812 0.4164 0.00 0.02 0.07
H 2.7539 6.1351 1.9591 -0.05 0.03 0.05
H 0.8970 4.5592 1.3917 -0.12 0.03 0.15
H 2.7920 3.2962 -2.0009 0.09 -0.06 -0.09
```
Positions in Å, forces in eV/Å.

Summary:
ΔE to the lowest compared entry with this formula, charge and spin = 15.1 kcal per mole
HOMO-LUMO gap = 5.023 eV
2S+1 = 1
HOMO level = -1.3 eV
LUMO = 3.68 eV
Total charge = -2

***

Record 4
ORCA calculation (ωB97M-V/def2-TZVPD) on a single H2N2 molecule in a non-equilibrium geometry.

```
4
Properties=species:S:1:pos:R:3:forces:R:3
H 0.9614 0.1171 0.6564 2.33 -1.39 -0.83
H -0.2829 -0.6421 -0.9635 -0.68 0.69 1.09
N 0.0546 0.4624 0.5600 -1.82 2.43 2.60
N -0.7331 0.0626 -0.2529 0.17 -1.74 -2.85
```
Positions in Å, forces in eV/Å.

Summary:
ΔE to the lowest compared entry with this formula, charge and spin = 6.6 kcal per mole
HOMO-LUMO gap = 10.172 eV
2S+1 = 1
HOMO level = -9.2 eV
LUMO = 1.02 eV
Total charge = 0